[1]
Molecular formula: C18H42CaFN6O6
Method: DFT, ωB97M-V with the def2-TZVPD basis set

Structure (XYZ):
```
74
Properties=species:S:1:pos:R:3
Ca -0.277 0.056 0.209
F -2.184 0.383 1.408
C -2.635 -4.113 -1.443
C -2.772 -2.622 -1.603
O -2.012 -1.875 -0.996
N -3.886 -2.186 -2.228
C -4.212 -0.800 -2.416
H -1.931 -4.415 -0.668
H -2.303 -4.610 -2.355
H -3.629 -4.319 -1.044
H -4.575 -2.852 -2.546
H -3.670 -0.197 -1.687
H -5.266 -0.572 -2.259
H -3.986 -0.421 -3.413
C 1.960 -1.265 -2.992
C 2.370 -1.016 -1.528
O 1.665 -0.382 -0.734
N 3.596 -1.444 -1.216
C 4.171 -1.775 0.121
H 2.370 -2.233 -3.282
H 2.323 -0.407 -3.558
H 0.884 -1.369 -3.133
H 4.127 -1.679 -2.043
H 4.530 -2.804 0.083
H 3.410 -1.622 0.886
H 4.999 -1.137 0.432
C 3.025 1.511 2.118
C 1.674 1.185 2.774
O 0.927 0.463 2.114
N 1.399 1.659 3.968
C 0.165 1.590 4.700
H 3.864 1.004 2.594
H 3.100 2.596 2.038
H 2.885 1.017 1.156
H 2.125 2.274 4.306
H -0.256 2.590 4.803
H 0.337 1.189 5.699
H -0.525 0.858 4.279
C 1.361 4.396 -0.843
C 0.444 3.643 0.078
O 0.346 2.413 0.095
N -0.371 4.347 0.915
C -1.428 3.816 1.818
H 1.217 5.437 -0.556
H 1.020 4.201 -1.860
H 2.386 4.063 -0.686
H -0.388 5.336 0.714
H -2.132 4.623 2.024
H -0.920 3.572 2.751
H -1.965 2.939 1.458
C 0.670 -4.289 0.810
C 0.545 -2.983 1.611
O 0.051 -1.989 1.145
N 1.096 -2.888 2.837
C 1.754 -3.896 3.578
H 1.661 -4.705 0.993
H 0.282 -4.202 -0.205
H 0.041 -4.983 1.366
H 1.296 -1.971 3.209
H 2.688 -3.453 3.926
H 1.926 -4.883 3.150
H 1.215 -4.170 4.485
C -0.849 1.274 -4.136
C -1.600 1.459 -2.819
O -1.233 0.921 -1.782
N -2.542 2.291 -2.980
C -3.315 2.759 -1.845
H -0.904 2.145 -4.788
H -1.179 0.337 -4.586
H 0.199 1.023 -3.968
H -2.632 2.619 -3.931
H -3.589 1.906 -1.223
H -4.214 3.288 -2.160
H -2.723 3.341 -1.139
```

The frontier orbital gap is 8.871 eV. As for the energy relative to the best compared isomer or geometry (same formula, charge and spin): 64.9 kcal/mol. The net charge is +1. As for the HOMO energy: -10.57 eV.

Results of the Löwdin charge analysis, in e, for atoms 1 through 5: 1.42 -0.71 0.01 -0.53 0.02


[2]
Molecular formula: C18H42CdN6O6
Method: DFT, ωB97M-V with the def2-TZVPD basis set

Structure (XYZ):
```
73
Properties=species:S:1:pos:R:3
Cd -0.237 -0.337 0.413
C 3.625 3.763 4.370
C 3.280 3.934 2.895
O 2.366 3.248 2.370
N 4.022 4.751 2.126
C 3.775 5.071 0.652
H 4.666 3.960 4.624
H 3.376 2.761 4.718
H 2.934 4.385 4.940
H 4.831 5.174 2.560
H 3.130 4.314 0.207
H 4.757 5.152 0.186
H 3.166 5.968 0.547
C 5.965 -0.543 -3.355
C 4.561 -0.869 -3.769
O 3.741 -0.861 -2.918
N 4.316 -1.390 -4.960
C 5.324 -1.548 -6.037
H 6.178 -0.040 -2.412
H 6.498 -0.014 -4.146
H 6.359 -1.537 -3.145
H 3.517 -1.986 -5.123
H 5.354 -0.671 -6.682
H 5.123 -2.488 -6.551
H 6.379 -1.578 -5.765
C 0.264 -5.148 4.755
C 1.543 -4.653 4.172
O 1.478 -3.840 3.270
N 2.660 -5.254 4.522
C 3.923 -4.947 3.887
H -0.390 -5.500 3.957
H -0.079 -4.172 5.097
H 0.337 -5.706 5.688
H 2.666 -6.066 5.122
H 4.560 -5.824 3.774
H 4.501 -4.218 4.453
H 3.813 -4.500 2.899
C -6.082 -1.236 4.135
C -5.143 -0.056 4.173
O -4.093 -0.003 3.466
N -5.379 0.802 5.163
C -4.488 1.820 5.646
H -5.708 -2.102 3.588
H -6.992 -0.897 3.641
H -6.255 -1.572 5.157
H -6.306 0.856 5.561
H -4.937 2.792 5.441
H -3.553 1.915 5.094
H -4.307 1.762 6.719
C -1.496 -5.566 -3.631
C -1.672 -4.094 -3.921
O -1.811 -3.261 -2.980
N -1.696 -3.663 -5.181
C -1.988 -2.255 -5.574
H -1.245 -5.764 -2.588
H -0.637 -5.913 -4.206
H -2.327 -6.125 -4.062
H -1.617 -4.296 -5.964
H -2.130 -2.034 -6.631
H -1.166 -1.695 -5.126
H -2.889 -1.806 -5.156
C -4.853 4.414 -1.619
C -3.504 4.449 -2.176
O -2.759 3.493 -2.000
N -3.098 5.499 -2.824
C -3.934 6.560 -3.298
H -4.955 5.065 -0.751
H -5.219 3.400 -1.458
H -5.511 4.640 -2.458
H -2.147 5.486 -3.163
H -3.814 7.427 -2.649
H -4.986 6.304 -3.425
H -3.585 6.862 -4.285
```

The frontier orbital gap is 2.166 eV. The net charge is +2. As for the HOMO energy: -13.34 eV.

Results of the Löwdin charge analysis, in e, for atoms 1 through 5: 1.08 0.01 -0.51 0.00 0.03


[3]
Molecular formula: C18H42Cl4LiN4NaO12S2
Method: DFT, ωB97M-V with the def2-TZVPD basis set

Structure (XYZ):
```
84
Properties=species:S:1:pos:R:3
C -0.668 0.949 -2.044
C -1.241 -0.385 -2.764
C -2.515 -0.984 -2.014
C -2.189 -1.512 -0.540
C -3.087 -2.765 -0.084
C -2.256 -4.155 -0.068
C -0.977 -4.101 0.884
C 0.283 -4.905 0.334
N 0.414 -4.911 -1.148
C 0.421 -3.874 -2.116
N 0.535 -4.312 -3.479
C 0.579 -5.727 -3.275
N 0.649 -6.575 -4.347
N 0.513 -6.040 -1.886
H -0.217 1.589 -2.864
H -1.548 1.459 -1.514
H 0.133 0.677 -1.286
H -0.400 -1.155 -2.751
H -1.508 -0.189 -3.854
H -3.271 -0.130 -1.909
H -3.057 -1.808 -2.593
H -1.070 -1.693 -0.463
H -2.455 -0.668 0.189
H -3.915 -2.842 -0.874
H -3.557 -2.556 0.931
H -2.023 -4.363 -1.163
H -2.977 -4.982 0.269
H -1.280 -4.613 1.869
H -0.637 -3.062 1.184
H 0.338 -5.952 0.799
H 1.215 -4.367 0.735
H 0.329 -2.836 -1.681
H 1.496 -7.058 -4.647
H -0.191 -6.681 -4.932
H 0.532 -7.012 -1.567
C -1.089 -2.019 4.404
Cl -0.242 -1.222 3.067
Cl -2.667 -2.649 3.860
Cl -0.072 -3.310 5.101
H -1.259 -1.281 5.186
Cl -1.655 -4.836 4.101
O 0.010 4.224 -0.044
S 0.302 4.984 -1.231
O 0.415 4.363 -2.521
O 1.618 5.881 -0.965
C 2.789 5.211 -0.507
C 3.505 4.488 -1.634
C -0.854 6.318 -1.350
H 2.542 4.528 0.310
H 3.447 5.977 -0.099
H 2.909 3.651 -2.006
H 4.464 4.093 -1.289
H 3.679 5.160 -2.477
H -0.908 6.825 -0.388
H -1.825 5.896 -1.608
H -0.524 7.001 -2.132
C 4.433 5.327 4.547
S 5.275 5.450 2.947
O 4.286 5.995 1.982
C 5.390 3.671 2.662
H 4.220 6.338 4.905
H 3.493 4.777 4.431
H 5.081 4.817 5.266
H 4.393 3.227 2.672
H 6.013 3.217 3.434
H 5.848 3.509 1.686
C -0.270 1.064 -6.432
O 0.678 1.060 -5.596
O -1.015 2.208 -6.325
O -0.612 0.230 -7.291
H -0.461 2.560 -5.602
Na 3.241 5.140 6.420
O -2.507 -7.625 -3.747
H -1.753 -7.420 -3.134
H -2.359 -7.237 -4.648
H -3.374 -7.331 -3.365
C -2.830 1.375 5.214
O -3.163 2.346 5.930
O -3.621 1.242 4.117
O -1.899 0.543 5.366
H -4.165 2.017 4.356
Li -1.765 -0.552 7.360
O -1.402 4.436 6.997
H -2.140 3.870 6.737
```

The frontier orbital gap is 0.909 eV. The net charge is 0. As for the HOMO energy: -4.90 eV.

Results of the Löwdin charge analysis, in e, for atoms 1 through 5: -0.10 -0.24 -0.23 -0.21 -0.18


[4]
Molecular formula: C18H42Cl6N2
Method: DFT, ωB97M-V with the def2-TZVPD basis set

Structure (XYZ):
```
68
Properties=species:S:1:pos:R:3
Cl -3.887 2.071 2.623
C -2.530 1.427 3.507
C -1.681 0.602 2.593
Cl -2.332 -1.043 2.224
H -2.916 0.914 4.249
H -1.978 2.317 4.014
H -0.635 0.514 2.933
H -1.468 1.067 1.601
Cl 1.771 3.975 -1.736
C 3.139 3.700 -2.872
C 2.464 3.720 -4.364
Cl 1.916 5.281 -4.912
H 3.476 2.836 -2.763
H 3.873 4.568 -2.550
H 1.450 3.063 -4.407
H 3.115 3.329 -5.004
Cl 0.146 -0.661 -0.096
C 0.263 -0.480 -1.891
C 1.772 -0.488 -2.397
Cl 1.801 -0.325 -4.173
H -0.313 0.392 -2.173
H -0.148 -1.298 -2.232
H 2.192 -1.408 -2.217
H 2.351 0.399 -1.874
C 3.486 -0.763 1.575
C 2.461 -1.277 2.656
N 3.161 -1.457 3.936
C 2.628 -1.149 5.154
C 1.211 -1.561 5.305
C 3.841 -2.792 3.934
C 5.394 -2.459 4.094
H 3.761 0.292 1.739
H 2.972 -0.633 0.636
H 4.263 -1.512 1.542
H 1.887 -2.083 2.262
H 1.773 -0.514 2.828
H 2.393 -0.011 5.075
H 3.279 -1.082 6.025
H 0.644 -1.819 4.397
H 0.740 -0.866 6.044
H 0.962 -2.326 5.931
H 3.603 -3.253 2.923
H 3.294 -3.525 4.761
H 5.562 -2.010 4.965
H 5.597 -1.746 3.263
H 6.111 -3.366 3.786
C -2.424 1.775 -4.388
C -3.488 1.528 -3.340
N -3.226 0.222 -2.584
C -3.719 0.111 -1.373
C -5.109 0.441 -1.136
C -3.578 -0.915 -3.438
C -3.328 -2.364 -2.924
H -1.464 1.652 -3.916
H -2.766 2.904 -4.631
H -2.358 0.896 -5.236
H -4.465 1.254 -4.003
H -3.496 2.408 -2.855
H -3.228 0.792 -0.877
H -3.505 -0.676 -0.685
H -5.963 0.972 -1.701
H -5.504 0.956 -0.191
H -5.638 -0.445 -0.944
H -3.149 -0.984 -4.607
H -4.717 -0.938 -3.556
H -3.617 -3.166 -3.617
H -3.851 -2.459 -1.978
H -2.297 -2.499 -2.901
```

The frontier orbital gap is 8.540 eV. The SMILES is CCN(CC)CC.CCN(CC)CC.ClCCCl.ClCCCl.ClCCCl. As for the energy relative to the best compared isomer or geometry (same formula, charge and spin): 3.6 kcal/mol. The net charge is 0. As for the HOMO energy: -8.06 eV.

Results of the natural (NBO) charge analysis, in e, for atoms 1 through 5: -0.05 -0.39 -0.40 -0.07 0.21


[5]
Molecular formula: C18H42CuN7O9
Method: DFT, ωB97M-V with the def2-TZVPD basis set

Structure (XYZ):
```
77
Properties=species:S:1:pos:R:3
Cu 1.854 -3.246 0.095
N -0.154 -0.369 -0.019
O -0.022 0.459 -0.964
O -0.827 -0.126 0.979
O 0.404 -1.469 -0.109
C -2.253 6.970 -0.367
C -1.863 5.677 -1.034
O -1.730 5.602 -2.292
N -1.746 4.613 -0.230
C -1.269 3.275 -0.569
H -2.074 6.833 0.699
H -3.321 7.151 -0.489
H -1.700 7.814 -0.781
H -2.077 4.717 0.719
H -0.919 3.180 -1.597
H -2.079 2.546 -0.532
H -0.544 2.834 0.115
C 0.999 -3.377 4.509
C 0.630 -2.609 3.274
O 1.124 -2.846 2.160
N -0.487 -1.865 3.251
C -1.422 -1.527 4.280
H 0.565 -3.014 5.441
H 2.042 -3.555 4.769
H 0.609 -4.383 4.359
H -0.707 -1.428 2.368
H -2.287 -0.922 4.007
H -0.896 -0.851 4.954
H -1.734 -2.360 4.910
C 2.479 2.218 0.872
C 2.939 2.743 -0.428
O 4.023 3.294 -0.654
N 2.082 2.570 -1.472
C 2.177 3.234 -2.744
H 2.586 2.973 1.650
H 3.019 1.312 1.147
H 1.435 1.922 0.769
H 1.325 1.917 -1.325
H 1.435 4.026 -2.848
H 2.100 2.496 -3.542
H 3.153 3.637 -3.018
C 2.767 -1.198 -2.984
C 3.658 -1.204 -1.778
O 3.230 -1.655 -0.699
N 4.916 -0.833 -1.964
C 5.813 -0.453 -0.916
H 2.685 -2.148 -3.511
H 3.106 -0.526 -3.773
H 1.760 -0.832 -2.780
H 5.260 -0.620 -2.889
H 6.865 -0.553 -1.184
H 5.705 -1.004 0.018
H 5.613 0.565 -0.584
C -3.833 -1.248 0.405
C -4.175 0.186 0.824
O -5.229 0.665 0.501
N -3.321 0.852 1.594
C -3.528 2.146 2.258
H -3.087 -1.745 1.025
H -3.317 -1.250 -0.555
H -4.731 -1.853 0.285
H -2.399 0.439 1.585
H -4.348 1.916 2.937
H -3.720 2.937 1.533
H -2.658 2.562 2.767
C -1.988 -4.585 -0.207
C -0.880 -4.548 -1.239
O 0.201 -4.127 -0.866
N -1.206 -4.904 -2.490
C -0.408 -4.545 -3.639
H -2.960 -4.867 -0.611
H -2.116 -3.628 0.299
H -1.554 -5.207 0.576
H -2.138 -5.292 -2.481
H 0.364 -3.820 -3.382
H -1.107 -4.158 -4.380
H -0.114 -5.529 -4.005
```

The frontier orbital gap (spin up / spin down) is 7.174 / 2.229 eV. The spin multiplicity is 2. As for the energy relative to the best compared isomer or geometry (same formula, charge and spin): 96.6 kcal/mol. The net charge is +1. As for the HOMO energy (spin up / spin down): -10.51 / -10.51 eV.

Results of the Löwdin charge analysis, in e, for atoms 1 through 5: 0.47 -0.52 -0.05 -0.05 -0.02


[6]
Molecular formula: C18H42N2O4
Method: DFT, ωB97M-V with the def2-TZVPD basis set

Structure (XYZ):
```
66
Properties=species:S:1:pos:R:3
C -0.812 2.671 -2.881
C -1.893 2.192 -1.946
C -1.166 1.477 -0.737
C -0.347 2.454 0.112
C -1.399 3.585 0.603
C -2.177 4.348 -0.449
N -2.766 3.309 -1.314
O -3.602 4.007 -2.312
C -3.330 5.114 0.342
C -1.149 5.404 -1.168
C -2.676 1.157 -2.700
H -0.190 1.862 -3.263
H -0.181 3.510 -2.587
H -1.287 2.968 -3.816
H -1.810 1.035 0.022
H -0.503 0.697 -1.112
H 0.461 2.777 -0.544
H 0.117 1.955 0.963
H -0.864 4.194 1.331
H -2.077 3.063 1.280
H -4.269 4.988 -0.197
H -3.431 4.736 1.360
H -3.230 6.191 0.470
H -1.378 5.519 -2.227
H -1.267 6.443 -0.862
H -0.105 5.133 -1.008
H -2.992 1.367 -3.722
H -3.622 0.896 -2.225
H -2.053 0.265 -2.635
H -4.468 3.708 -2.026
C 3.348 -2.721 3.092
C 2.810 -3.577 1.954
C 1.280 -3.857 2.100
C 0.364 -2.597 1.703
C 0.728 -2.133 0.263
C 2.189 -1.837 0.082
N 3.004 -3.055 0.591
O 4.331 -2.844 0.319
C 2.368 -1.548 -1.420
C 2.623 -0.549 0.739
C 3.533 -4.957 2.038
H 3.187 -3.417 3.915
H 2.670 -1.893 3.296
H 4.385 -2.457 2.886
H 0.973 -4.674 1.446
H 0.967 -4.042 3.128
H 0.482 -1.806 2.444
H -0.677 -2.919 1.714
H 0.183 -1.199 0.125
H 0.400 -2.758 -0.567
H 2.161 -2.454 -1.990
H 1.667 -0.844 -1.869
H 3.336 -1.180 -1.759
H 2.123 -0.490 1.706
H 3.699 -0.473 0.893
H 2.301 0.323 0.170
H 3.519 -5.535 1.114
H 3.160 -5.608 2.829
H 4.577 -4.708 2.227
H 4.517 -3.593 -0.253
O -2.442 -3.971 0.243
H -1.826 -4.239 0.926
H -3.293 -3.954 0.680
O -2.693 -1.432 -0.467
H -3.286 -1.914 -1.044
H -2.202 -2.112 -0.006
```

The frontier orbital gap (spin up / spin down) is 2.034 / 8.528 eV. The spin multiplicity is 2. The net charge is -1. As for the HOMO energy (spin up / spin down): 0.51 / -6.02 eV.

Results of the natural (NBO) charge analysis, in e, for atoms 1 through 5: -0.66 0.13 -0.40 -0.40 -0.41